Density functional theory data (wB97M-V/def2-TZVPD) for a structure of composition C4H6FO2Tl at a distorted geometry.

Net charge: 0
HOMO-LUMO gap, eV: 9.121
Electronic energy, eV: -15746.9954
E_LUMO, hartree: -0.0038

```
14
Properties=species:S:1:pos:R:3:mulliken_charge:R:1
C 0.040 0.264 -1.429 -0.177
C 0.731 0.100 -2.768 -0.010
O 1.016 1.025 -3.494 -0.471
O 0.083 -0.898 -0.687 -0.502
H -0.982 0.629 -1.659 0.266
H 0.543 1.089 -0.880 0.252
H 0.700 -0.947 -3.155 0.281
Tl -1.438 -2.143 0.231 0.539
C 1.714 0.044 1.550 -0.752
C 1.269 -0.982 0.838 0.295
H 2.785 0.109 1.737 0.259
H 1.061 0.776 2.025 0.270
F 0.108 -2.081 1.780 -0.515
H 1.894 -1.783 0.435 0.264
```